Record 1
C49H49ClF3N3O11PS | the ωB97M-V functional and the def2-TZVPD basis

```
! wB97M-V def2-TZVPD RIJCOSX def2/J DEFGRID3
* xyz 1 1
Cl 0.23 3.71 0.22
S 1.82 0.07 1.24
P 3.58 2.33 1.19
F -3.91 4.06 -2.48
F -3.22 4.86 -0.14
F -2.55 2.15 0.66
O -3.11 -11.97 0.44
O -10.21 -6.88 5.80
O 3.33 1.36 -4.39
O -5.05 -0.32 5.80
O -1.94 -6.80 0.79
O -2.66 9.46 -0.59
O 8.82 3.34 -0.83
O 1.81 6.76 -1.59
O -3.16 -1.33 0.94
O 6.97 6.54 -4.65
O -5.64 -4.67 4.22
N 4.56 3.66 1.08
N 5.54 -0.33 0.46
N 2.42 0.36 -0.42
C 1.32 0.09 -1.46
C -8.77 -5.01 5.87
C 0.70 8.84 -1.58
C 0.16 1.24 -1.40
C -4.32 -2.13 2.83
C 6.97 4.45 -1.77
C -3.60 -1.10 2.06
C -2.62 -8.60 -0.57
C -0.42 9.52 -1.32
C -1.63 8.84 -0.82
C 0.78 7.38 -1.36
C 8.39 4.07 -1.71
C -2.84 -10.78 0.52
C 2.40 2.86 -1.35
C -8.23 -7.09 4.54
C -2.92 -9.90 -0.66
C -9.16 -6.37 5.43
C -0.81 -1.60 -0.34
C 1.92 -0.27 -2.93
C -7.08 -6.53 4.15
C -2.21 -7.99 0.71
C 3.17 1.64 -0.59
C -7.62 -4.46 5.48
C 4.62 1.42 -1.32
C -2.79 2.41 -0.81
C 6.50 5.26 -2.73
C 1.09 -4.23 -0.64
C -1.04 1.09 -2.50
C -4.62 -0.55 4.68
C 0.77 2.80 -1.34
C 1.95 0.89 -4.06
C -3.42 0.22 2.69
C -3.89 0.48 3.91
C -6.69 -5.17 4.59
C 7.39 5.80 -3.77
C 0.68 -1.37 -0.94
C -1.36 -3.10 0.13
C -0.43 6.70 -0.86
C -2.14 -8.88 1.89
C -4.79 -1.87 4.05
C 1.64 -2.74 -1.09
C 5.84 0.95 -0.33
C -0.44 -4.45 -0.03
C -2.43 -10.18 1.80
C -3.29 3.78 -1.15
C -2.56 1.23 -1.92
C 8.82 5.42 -3.71
C 9.29 4.61 -2.75
C -1.55 7.38 -0.61
H 3.03 -0.70 -2.84
H 1.26 1.82 -3.90
H -0.49 10.59 -1.48
H 4.61 0.67 -2.23
H -0.86 -5.51 0.28
H 2.74 -2.70 -1.54
H 2.70 3.86 -0.78
H 3.12 -0.43 -0.57
H 4.28 1.38 2.02
H -0.36 1.13 -0.33
H -3.77 1.44 4.39
H 6.74 0.64 -1.06
H -7.33 -3.46 5.79
H -8.53 -8.08 4.23
H -3.22 -10.36 -1.59
H -2.45 -3.20 0.59
H -2.45 6.90 -0.24
H 6.29 1.80 0.35
H 0.33 3.32 -2.32
H -1.55 -0.71 -0.19
H -0.93 0.02 -2.99
H 1.57 0.39 -5.08
H 2.84 -0.68 1.89
H 10.33 4.32 -2.70
H 2.76 3.04 -2.48
H 6.05 -0.18 1.38
H -1.83 -8.42 2.82
H -6.38 -7.04 3.50
H -2.38 -10.84 2.66
H 5.46 5.55 -2.78
H 1.74 -5.21 -0.76
H -0.36 5.63 -0.71
H 5.92 -1.17 -0.03
H 1.29 -1.17 -3.37
H -5.33 -2.62 4.63
H -0.91 1.86 -3.39
H -4.44 -3.09 2.35
H 2.37 2.84 1.87
H -9.47 -4.50 6.52
H 3.33 1.61 -5.37
H -3.26 1.51 -2.85
H 4.93 2.47 -1.79
H -3.03 0.22 -1.50
H 6.33 4.05 -0.99
H 9.46 5.83 -4.49
H 1.60 9.32 -1.95
H -2.88 0.97 2.11
H -2.67 -7.93 -1.42
H 5.44 3.46 1.63
*
```

Values from the calculation:
* energy: -4386.71002 hartree
* strongest force on any atom: 5.5 eV Å⁻¹

Record 2
C49H50AsBrCl2InN5O3 | the ωB97M-V functional and the def2-TZVPD basis

```
! wB97M-V def2-TZVPD RIJCOSX def2/J DEFGRID3
* xyz 0 1
In -1.39 0.95 0.21
Br 1.31 7.60 2.43
As 0.74 -1.39 -0.96
Cl -5.58 -1.75 -0.49
Cl -8.38 2.80 0.11
O -3.20 0.07 -0.41
O -0.81 2.74 -1.08
O 0.13 2.44 0.87
N -1.71 1.41 2.63
N -2.15 1.24 4.77
N 1.73 1.58 -1.62
N -3.23 2.65 0.19
N -0.64 -1.03 0.23
C 2.15 -0.35 1.58
C 1.89 -4.73 -1.11
C -6.80 0.64 -0.16
C -0.46 -4.01 -4.76
C -5.65 2.75 0.09
C 0.77 -3.40 -4.57
C -0.09 3.16 -0.15
C -1.21 -4.15 2.20
C -0.78 1.25 4.67
C 2.51 -3.75 -0.14
C -5.57 -0.03 -0.28
C 4.94 0.85 -0.80
C -0.76 -4.79 -6.01
C -3.19 3.94 0.38
C -1.41 -3.85 -3.77
C -0.71 -3.27 1.26
C -1.17 -1.95 1.15
C -4.36 0.64 -0.25
C -4.14 1.30 3.30
C 0.92 5.03 -1.44
C -4.43 2.05 0.00
C 2.63 -1.72 1.15
C -1.17 -3.14 -2.59
C -2.75 -2.50 2.93
C -2.67 1.33 3.53
C 0.10 -2.57 -2.40
C -6.84 2.00 0.00
C 1.57 7.08 -0.36
C 2.80 1.88 -1.33
C 3.60 -4.24 0.59
C 2.03 -2.46 0.12
C 4.83 3.06 -2.02
C -4.35 4.74 0.41
C 4.21 -3.51 1.59
C -2.23 -3.78 3.07
C -2.24 -1.61 2.00
C 4.19 2.18 -0.94
C 0.64 5.27 0.95
C -0.52 1.36 3.34
C 1.16 6.55 0.86
C -2.31 -3.03 -1.61
C -5.57 4.14 0.28
C 5.39 -4.05 2.35
C 1.06 -2.67 -3.42
C 1.46 6.31 -1.50
C 3.69 -2.25 1.87
C 2.42 -2.01 -3.33
C 0.51 4.52 -0.22
C 4.15 2.92 0.40
H 1.85 0.28 0.74
H 4.40 0.16 -0.15
H 3.69 2.31 1.18
H 0.05 -3.62 0.59
H -2.72 -0.66 1.90
H 0.81 4.42 -2.33
H 4.32 4.03 -2.08
H -0.80 -5.15 2.25
H -4.56 0.33 3.59
H -4.26 5.81 0.55
H 5.52 -5.12 2.18
H 1.97 8.08 -0.40
H 2.31 -4.64 -2.11
H 2.07 -5.74 -0.77
H -4.64 2.07 3.88
H 5.17 3.17 0.71
H -2.39 -4.30 -3.90
H -3.24 -3.33 -2.10
H -2.44 -2.02 -1.23
H 1.78 6.71 -2.45
H 1.28 -0.46 2.23
H -2.68 1.15 5.62
H 4.78 2.58 -2.99
H 4.13 -1.67 2.67
H -1.56 -4.32 -6.58
H 5.87 3.23 -1.77
H -7.71 0.07 -0.21
H -3.59 -2.19 3.55
H 3.01 -2.26 -4.21
H -1.08 -5.81 -5.77
H 2.32 -0.92 -3.28
H 0.34 4.85 1.90
H -2.22 4.40 0.54
H 5.07 0.38 -1.77
H 5.92 1.04 -0.37
H 3.95 -5.24 0.37
H 2.94 0.16 2.13
H -2.16 -3.69 -0.75
H -6.48 4.72 0.32
H -2.62 -4.47 3.80
H 1.53 -3.48 -5.34
H 3.58 3.85 0.32
H 0.43 1.42 2.85
H 5.28 -3.88 3.42
H 0.81 -4.59 -1.22
H 6.31 -3.55 2.04
H -4.37 1.46 2.25
H 2.98 -2.33 -2.45
H 0.12 -4.86 -6.65
H -0.13 1.19 5.52
*
```

Values from the calculation:
* energy: -8317.13773 hartree
* strongest force on any atom: 0.6 eV Å⁻¹

Record 3
C49H50ClN2O7P3SSe4Zr | the ωB97M-V functional and the def2-TZVPD basis

```
! wB97M-V def2-TZVPD RIJCOSX def2/J DEFGRID3
* xyz -2 1
Zr -1.23 1.16 -0.72
Se -3.35 0.48 -2.56
Se -4.15 2.17 -3.79
Se -2.02 -1.20 -3.80
Se -1.81 -0.25 -5.96
Cl -1.25 3.80 6.38
S 0.74 1.53 4.46
P 1.50 -0.69 -1.98
P 1.37 -0.80 1.05
P -2.07 -2.14 0.38
O -2.33 1.58 0.89
O 0.23 0.12 0.98
O -2.27 -1.62 1.86
O -0.97 -3.12 0.29
O 0.26 0.14 -1.79
O -1.99 -0.85 -0.42
O -3.46 -2.89 0.11
N -0.37 3.03 -0.02
N -0.57 2.57 -2.56
C 2.44 -2.52 4.49
C 1.55 -2.05 2.34
C 1.74 -1.15 -5.89
C 5.26 0.34 1.79
C 2.84 1.67 -2.62
C 5.34 0.70 -2.08
C 1.99 -1.58 3.58
C -5.61 -3.66 0.47
C -1.55 3.11 4.75
C -3.90 -1.82 3.57
C -5.08 -2.40 -1.59
C 5.20 2.00 -2.58
C -2.57 -3.88 2.89
C 3.99 2.26 1.13
C 2.84 1.50 1.04
C 0.05 4.06 -0.81
C 3.92 2.52 -2.86
C -0.75 2.28 -3.83
C -5.23 -1.15 0.55
C 0.26 4.29 -4.51
C 0.83 5.98 -2.79
C -2.07 1.99 2.19
C -1.50 -2.04 4.06
C -4.83 -2.47 -0.11
C 4.12 -0.43 1.77
C -0.79 2.68 2.41
C 0.69 6.35 -1.48
C 1.94 -4.36 3.06
C 0.43 4.67 -3.17
C 4.24 -0.12 -1.85
C 2.44 -3.25 -4.96
C -0.32 2.93 3.88
C 0.39 5.39 -0.52
C -3.01 2.01 3.14
C 2.94 0.15 1.32
C -2.73 2.61 4.45
C 2.35 -2.38 -6.03
C 1.99 -2.83 -3.71
C 1.28 -0.72 -4.65
C -0.11 3.21 1.36
C 1.48 -3.45 2.09
C 2.96 0.40 -2.14
C -0.28 3.10 -4.88
C 1.46 -1.54 -3.54
C 5.20 1.69 1.46
C 1.66 -1.72 -0.47
C 2.38 -3.89 4.24
C 0.01 3.73 -2.19
C -2.57 -2.37 3.02
H 2.78 -2.69 -6.96
H 4.03 3.32 0.89
H -1.63 -4.26 2.48
H -6.18 -2.21 -1.77
H 2.77 -2.16 5.45
H 1.83 2.08 -2.71
H 0.90 7.34 -1.16
H -1.54 -0.98 4.25
H -2.76 -4.31 3.89
H 0.89 0.29 -4.58
H -5.63 -3.60 1.59
H 0.37 3.76 3.91
H 6.37 0.31 -1.91
H 0.26 5.70 0.52
H 0.60 5.01 -5.25
H 6.23 -0.10 2.06
H -3.48 2.59 5.23
H -1.26 1.37 -4.14
H 0.95 -3.68 1.20
H 2.58 -2.34 -0.39
H 2.81 -4.30 -5.06
H 2.81 -4.53 4.98
H -4.78 -2.14 3.07
H -0.51 -2.40 3.78
H 1.94 -0.53 3.84
H -4.55 -1.63 -2.08
H 2.09 -3.50 -2.87
H 0.76 3.81 1.61
H -4.00 -2.02 4.63
H -3.88 -0.70 3.42
H -3.98 1.60 2.89
H 1.96 -5.40 2.86
H -4.41 -0.42 0.67
H -4.78 -3.39 -2.02
H 1.87 1.84 0.74
H 6.08 2.30 1.49
H 4.11 -1.44 2.06
H -3.33 -4.23 2.20
H -5.98 -0.70 -0.06
H 1.65 -0.50 -6.75
H 1.00 6.72 -3.52
H 4.44 -1.11 -1.52
H -6.63 -3.69 0.09
H 3.75 3.49 -3.32
H 6.08 2.57 -2.76
H -0.48 2.75 -5.89
H -5.12 -4.57 0.21
H -1.73 -2.55 5.00
H 0.75 -2.34 -0.45
H -5.62 -1.27 1.56
*
```

Values from the calculation:
* energy: -14069.10283 hartree
* strongest force on any atom: 2.6 eV Å⁻¹